(1)
{
  "formula": "C3H6N2O",
  "method": "wB97M-V/def2-TZVPD",
  "elements": ["O", "C", "C", "C", "N", "N", "H", "H", "H", "H", "H", "H"],
  "positions_angstrom": [[2.466105, -0.187354, 0.248021], [1.254426, -0.110467, 0.023878], [0.268678, 1.016634, -0.262482], [-0.926687, 0.337520, 0.510772], [-0.895771, -1.052757, 0.017189], [0.454832, -1.299828, -0.148869], [-0.049462, 0.957095, -1.369086], [0.537559, 2.142012, -0.205452], [-0.787639, 0.373453, 1.603141], [-1.921338, 0.748784, 0.284246], [-1.189290, -0.867078, -1.041121], [0.788583, -2.058011, 0.339760]],
  "atomic_forces_ev_per_a": [[-2.6, 0.8, -0.3], [2.0, -1.7, -1.0], [-1.0, 1.0, -1.1], [-0.5, 1.2, 0.0], [-1.7, 1.6, -3.2], [1.9, 2.8, -0.2], [0.6, -0.3, 1.3], [-0.2, -2.2, 0.9], [0.1, -0.1, -0.3], [0.4, 0.1, 0.1], [0.0, -0.9, 2.6], [0.9, -2.1, 1.2]],
  "nbo_charge": [-0.567, 0.654, -0.549, -0.232, -0.408, -0.491, 0.224, 0.260, 0.200, 0.209, 0.318, 0.382],
  "total_charge": 0,
  "max_force_ha_per_bohr": 0.07679,
  "smiles": "O=C1CCNN1",
  "multiplicity": 1,
  "e_tot_ev": -8234.3992
}

---

(2)
{
  "formula": "C3H6N2O",
  "method": "wB97M-V/def2-TZVPD",
  "elements": ["O", "C", "N", "C", "C", "N", "H", "H", "H", "H", "H", "H"],
  "positions_angstrom": [[2.494122, -0.180005, -0.317355], [1.310444, -0.172059, -0.071913], [0.470413, 0.904546, -0.217666], [-0.983577, 0.818806, -0.287339], [-0.656102, -1.306957, 0.861998], [0.554798, -1.335035, 0.293775], [0.932804, 1.689817, -0.662035], [-1.341194, 1.177075, -1.254367], [-1.466698, 1.374099, 0.525538], [-0.691917, -0.505164, 1.616882], [-1.380732, -0.276385, -0.213624], [0.758314, -2.106132, -0.333780]],
  "atomic_forces_ev_per_a": [[-0.5, 0.0, 0.1], [0.0, 0.2, 0.0], [0.1, -0.3, -0.1], [-0.4, -0.4, -0.1], [0.6, -1.0, 0.7], [-0.2, 0.0, -0.1], [-0.2, -0.1, 0.2], [0.0, 0.1, 0.0], [0.1, -0.1, -0.2], [0.2, 0.1, -0.3], [0.3, 1.4, -0.4], [0.0, 0.0, 0.1]],
  "nbo_charge": [-0.589, 0.773, -0.627, -0.393, -0.105, -0.636, 0.416, 0.208, 0.206, 0.120, 0.227, 0.402],
  "total_charge": 0,
  "max_force_ha_per_bohr": 0.02943,
  "multiplicity": 1,
  "e_tot_ev": -8233.2795
}

---

(3)
{
  "formula": "C3H6N2O",
  "method": "wB97M-V/def2-TZVPD",
  "elements": ["C", "C", "N", "C", "N", "H", "H", "H", "H", "O", "H", "H"],
  "positions_angstrom": [[0.208177, 0.156012, 1.367284], [1.094928, -0.269664, 0.427305], [0.977480, 0.656616, -0.591795], [0.054693, 1.565328, -0.218699], [-0.506142, 1.244024, 0.941325], [-0.212009, -0.426598, 2.175002], [1.809627, -1.068354, 0.359991], [1.427199, 0.563688, -1.480017], [-0.289171, 2.348966, -0.872993], [-1.283770, -1.638910, -1.002591], [-1.652258, -0.808552, -0.691759], [-1.628755, -2.322558, -0.413054]],
  "atomic_forces_ev_per_a": [[-1.1, -1.1, 0.1], [0.2, 0.8, -0.4], [0.5, -0.4, 0.5], [-1.2, -0.4, 0.2], [1.0, 0.7, -0.8], [0.6, 0.2, 0.4], [-0.1, -0.2, 0.1], [0.1, 0.3, -0.2], [0.1, 0.1, 0.0], [-0.1, -0.4, -0.2], [-0.1, 0.1, 0.2], [0.1, 0.3, -0.1]],
  "nbo_charge": [-0.113, -0.095, -0.514, 0.146, -0.467, 0.205, 0.220, 0.419, 0.198, -0.947, 0.476, 0.471],
  "total_charge": 0,
  "max_force_ha_per_bohr": 0.03027,
  "smiles": "c1c[nH]cn1.O",
  "multiplicity": 1,
  "e_tot_ev": -8235.6974
}

---

(4)
{
  "formula": "C3H6N2O",
  "method": "wB97M-V/def2-TZVPD",
  "elements": ["N", "C", "O", "N", "C", "C", "H", "H", "H", "H", "H", "H"],
  "positions_angstrom": [[-1.889090, -0.096792, 0.730640], [-0.992369, 0.282290, -0.234024], [-1.281611, 0.521356, -1.388298], [0.311440, 0.292599, 0.284791], [1.445357, 0.410545, -0.586726], [1.104450, -0.962645, -0.187725], [-1.630023, -0.045550, 1.705245], [-2.863128, 0.007574, 0.499538], [1.161181, 0.685787, -1.598510], [2.311197, 0.914325, -0.172754], [0.640669, -1.569268, -0.972742], [1.052825, -1.119542, 0.880741]],
  "atomic_forces_ev_per_a": [[-0.1, 0.2, -0.1], [-0.2, 0.3, -0.5], [-0.2, 0.0, 0.1], [-0.5, 0.8, -0.3], [0.0, 0.5, 0.0], [-1.3, 0.6, 0.6], [0.1, 0.0, -0.3], [0.0, 0.0, 0.0], [0.3, -0.2, -0.1], [-0.1, 0.1, 0.0], [0.0, 0.0, 0.7], [2.0, -2.2, -0.2]],
  "nbo_charge": [-0.829, 0.771, -0.631, -0.484, -0.249, -0.309, 0.401, 0.400, 0.232, 0.208, 0.217, 0.272],
  "total_charge": 0,
  "max_force_ha_per_bohr": 0.05861,
  "smiles": "NC(=O)N1CC1",
  "multiplicity": 1,
  "e_tot_ev": -8234.2486
}

---

(5)
{
  "formula": "C3H6N2O",
  "method": "wB97M-V/def2-TZVPD",
  "elements": ["N", "C", "C", "O", "C", "N", "H", "H", "H", "H", "H", "H"],
  "positions_angstrom": [[-1.419749, -0.768397, 0.440434], [-1.193365, 0.252012, -0.425564], [0.966207, 0.737528, 0.171207], [1.076244, -0.054376, 1.285274], [1.610468, 0.241973, -1.034144], [2.063237, -0.155959, -2.025108], [-1.998669, -0.582463, 1.248466], [-1.449289, -1.727445, 0.114427], [-0.852310, -0.112313, -1.397135], [-0.374501, 1.076400, -0.044468], [1.260416, 1.766109, 0.390050], [0.311307, -0.673074, 1.276558]],
  "atomic_forces_ev_per_a": [[-0.3, 0.0, 0.0], [0.2, -0.3, 0.1], [0.3, 0.1, -0.1], [-0.1, -0.1, 0.0], [0.4, -0.4, -0.8], [-0.4, 0.4, 0.9], [0.1, -0.1, -0.1], [0.1, 0.1, 0.0], [-0.1, 0.0, 0.1], [-0.1, 0.2, 0.0], [-0.1, -0.1, -0.1], [0.1, 0.0, 0.0]],
  "nbo_charge": [-0.801, -0.201, -0.110, -0.683, 0.221, -0.330, 0.394, 0.391, 0.179, 0.242, 0.221, 0.475],
  "total_charge": 0,
  "max_force_ha_per_bohr": 0.02053,
  "multiplicity": 1,
  "e_tot_ev": -8231.9957
}

---

(6)
{
  "formula": "C3H6N2O",
  "method": "wB97M-V/def2-TZVPD",
  "elements": ["O", "N", "C", "C", "N", "C", "H", "H", "H", "H", "H", "H"],
  "positions_angstrom": [[2.326104, -0.680789, 0.628792], [1.662036, 0.503744, 0.200131], [0.437642, 0.255009, 0.029035], [-0.668574, 1.162531, -0.411563], [-1.581657, -0.013258, -0.438256], [-0.492280, -0.937726, -0.009904], [2.450639, -0.501444, 1.568449], [-0.442905, 1.656302, -1.361169], [-0.968905, 1.914376, 0.328649], [-1.894701, -0.212158, -1.380960], [-0.152585, -1.662559, -0.758003], [-0.715919, -1.485017, 0.916276]],
  "atomic_forces_ev_per_a": [[0.1, -0.3, 0.1], [-0.6, 0.0, 0.3], [0.3, 0.2, 0.2], [0.1, 0.3, -0.1], [-0.1, -0.1, -0.3], [0.2, -0.2, 0.0], [0.3, -0.1, 0.0], [-0.3, 0.0, 0.0], [0.1, -0.1, -0.2], [-0.1, 0.0, 0.1], [-0.1, 0.0, 0.0], [0.2, 0.3, -0.1]],
  "nbo_charge": [-0.598, -0.142, 0.245, -0.275, -0.604, -0.295, 0.467, 0.207, 0.210, 0.357, 0.212, 0.214],
  "total_charge": 0,
  "max_force_ha_per_bohr": 0.01280,
  "smiles": "ON=C1CNC1",
  "multiplicity": 1,
  "e_tot_ev": -8232.8536
}

---

(7)
{
  "formula": "C3H6N2O",
  "method": "wB97M-V/def2-TZVPD",
  "elements": ["H", "N", "C", "N", "C", "C", "O", "H", "H", "H", "H", "H"],
  "positions_angstrom": [[1.665453, 2.200298, 1.670244], [0.936395, 2.195034, 0.830517], [0.531688, 0.978940, 0.354598], [0.818531, -0.404116, 0.476106], [-0.266085, -1.142884, -0.055906], [-1.040698, -0.200040, -0.966078], [-0.622379, 1.088865, -0.394100], [1.453695, -0.812033, 1.070261], [-0.648114, -1.632840, 1.028602], [-0.024070, -1.853359, -0.911487], [-2.278383, -0.383030, -1.073253], [-0.526034, -0.034835, -2.029506]],
  "atomic_forces_ev_per_a": [[-1.7, -0.8, -2.6], [0.7, -4.3, 0.7], [0.0, 3.3, 1.9], [-0.9, 4.0, -2.7], [-0.8, -3.4, 0.8], [-0.5, 2.2, -0.6], [-0.4, -0.1, 0.2], [1.5, -0.5, 1.5], [-0.5, 0.7, -3.6], [0.4, -0.4, 2.0], [3.6, 0.8, 0.5], [-1.4, -1.5, 1.9]],
  "nbo_charge": [0.347, -0.770, 0.681, -0.645, -0.267, -0.094, -0.507, 0.407, 0.203, 0.211, 0.232, 0.203],
  "total_charge": 0,
  "max_force_ha_per_bohr": 0.09551,
  "smiles": "[H]/N=C1\\NCCO1",
  "multiplicity": 1,
  "e_tot_ev": -8232.9777
}

---

(8)
{
  "formula": "C3H6N2O",
  "method": "wB97M-V/def2-TZVPD",
  "elements": ["C", "N", "N", "C", "C", "O", "H", "H", "H", "H", "H", "H"],
  "positions_angstrom": [[-0.360919, 2.278001, -0.300463], [0.439998, 1.304844, -0.088381], [0.162067, 0.027999, 0.556504], [-1.382197, -0.391114, 0.551064], [0.862580, -1.025299, -0.279471], [0.727838, -2.255232, -0.364073], [-1.422855, 2.239239, -0.177844], [0.133268, 3.261526, -0.693840], [-1.993291, 0.118410, 1.397594], [-1.137505, -1.543679, 0.596561], [-1.906635, -0.038807, -0.321083], [1.573063, -0.494256, -0.992452]],
  "atomic_forces_ev_per_a": [[1.8, -0.1, -0.3], [0.9, -0.4, 0.5], [-2.8, -0.3, -3.0], [2.1, -0.8, 2.1], [0.5, -0.4, -1.2], [-0.4, 3.8, 1.3], [-0.7, 0.1, 0.4], [-1.0, -2.0, 0.6], [1.5, -1.4, -0.9], [-1.8, 2.2, 0.2], [0.3, -0.3, -0.9], [-0.5, -0.4, 1.0]],
  "nbo_charge": [-0.120, -0.264, -0.301, -0.480, 0.540, -0.546, 0.161, 0.204, 0.216, 0.257, 0.194, 0.140],
  "total_charge": 0,
  "max_force_ha_per_bohr": 0.07971,
  "smiles": "C=NN(C)C=O",
  "multiplicity": 1,
  "e_tot_ev": -8232.8053
}

---

(9)
{
  "formula": "C3H6N2O",
  "method": "wB97M-V/def2-TZVPD",
  "elements": ["C", "N", "C", "O", "H", "H", "H", "C", "N", "H", "H", "H"],
  "positions_angstrom": [[2.208878, -1.482333, 0.112150], [1.426306, -0.364622, 0.587619], [0.671732, 0.539054, 0.587510], [-0.033459, 1.432123, 0.428175], [1.541131, -2.333142, -0.058298], [2.858774, -1.850465, 0.910149], [2.805768, -1.392542, -0.832249], [-2.336814, 1.287387, -0.680658], [-2.454391, 0.238170, -0.025621], [-1.820968, 1.237145, -1.717724], [-2.234068, 2.291451, -0.262909], [-2.632885, 0.397774, 0.951853]],
  "atomic_forces_ev_per_a": [[-0.3, -0.9, 0.1], [1.1, -0.8, 0.2], [1.8, -2.1, -1.5], [-1.3, 2.5, 0.8], [-0.1, 0.2, -0.1], [0.1, 0.4, -0.1], [-0.6, 0.8, 0.9], [2.6, 1.0, -1.9], [-0.6, -1.4, -0.2], [-1.6, -0.1, 1.2], [-0.8, 0.1, 0.1], [-0.4, 0.3, 0.5]],
  "nbo_charge": [-0.411, -0.538, 0.865, -0.556, 0.213, 0.213, 0.216, -0.023, -0.612, 0.150, 0.152, 0.332],
  "total_charge": 0,
  "max_force_ha_per_bohr": 0.06593,
  "smiles": "CN=C=O.C=N",
  "multiplicity": 1,
  "e_tot_ev": -8234.1014
}

---

(10)
{
  "formula": "C3H6N2O",
  "method": "wB97M-V/def2-TZVPD",
  "elements": ["C", "N", "C", "N", "C", "O", "H", "H", "H", "H", "H", "H"],
  "positions_angstrom": [[-0.572487, -0.611284, -1.451452], [0.241112, -0.660530, -0.214858], [0.586430, 0.617345, 0.530335], [1.725980, 0.985864, 0.166218], [-0.141094, 0.936877, 1.783251], [-0.866943, 0.139007, 2.335600], [-0.788628, 0.425981, -1.715781], [-1.507057, -1.166956, -1.354190], [0.019560, -1.055002, -2.256690], [-0.029298, -1.425340, 0.406636], [1.420225, -0.327902, -0.441825], [0.150451, 1.901596, 2.237840]],
  "atomic_forces_ev_per_a": [[-0.1, 0.0, -0.1], [0.1, -0.2, 0.0], [0.4, 0.0, -0.1], [-0.4, 0.0, 0.2], [-0.2, -0.1, 0.2], [0.2, 0.4, -0.3], [0.0, -0.1, 0.1], [0.1, 0.1, 0.1], [-0.2, 0.1, 0.1], [0.2, 0.0, -0.2], [0.0, -0.1, 0.0], [-0.1, -0.1, -0.1]],
  "nbo_charge": [-0.419, -0.679, 0.133, -0.547, 0.378, -0.525, 0.219, 0.211, 0.211, 0.414, 0.459, 0.146],
  "total_charge": 0,
  "max_force_ha_per_bohr": 0.01009,
  "multiplicity": 1,
  "e_tot_ev": -8232.3957
}